# 1
C17H27LiNO3PS as an isolated structure in a non-equilibrium geometry. Source: the Open Molecules 2025 dataset; level of theory: ωB97M-V/def2-TZVPD.

Values from the calculation:
Total charge: 0
E_tot (a.u.): -1691.387095
Orbital gap (eV): 3.26

Cartesian coordinates (Å):
C1 -4.79179 -0.16672 -1.57628
C2 -3.93191 -0.03149 -2.83270
C3 -2.44560 -0.21568 -2.56093
O1 -2.10816 0.33700 -1.31229
C4 -0.95033 -0.25173 -0.77094
C5 -0.37069 0.64091 0.31544
C6 -1.55859 0.94557 1.32520
O2 -1.61156 2.06567 1.83544
O3 -2.31570 -0.03179 1.49279
C7 0.12617 1.94498 -0.30501
C8 -0.77153 2.90822 -0.77507
C9 -0.32827 4.10711 -1.32012
C10 1.03841 4.37084 -1.40955
C11 1.95233 3.42057 -0.98191
C12 1.48992 2.21696 -0.43452
N1 0.76971 -0.00627 1.04986
C13 1.28685 -1.17847 0.35783
C14 2.58878 -1.64418 0.99498
C15 3.38843 -2.65569 0.14264
S1 2.54955 -3.39696 -1.31794
P1 0.50799 -0.20261 2.75456
C16 -0.03511 -1.92366 3.10516
C17 2.13771 0.06121 3.58091
H1 -4.97877 -1.21184 -1.34846
H2 -5.76565 0.27994 -1.77289
H3 -4.35778 0.35172 -0.73032
H4 -4.10511 0.92054 -3.32817
H5 -4.23784 -0.81071 -3.52951
H6 -2.21584 -1.28780 -2.58652
H7 -1.83094 0.26433 -3.33010
H8 -1.20243 -1.24736 -0.39732
H9 -0.22636 -0.39207 -1.58765
H10 -1.82369 2.69824 -0.69582
H11 -1.04359 4.84226 -1.65511
H12 1.39207 5.31262 -1.80655
H13 3.01701 3.58526 -1.04094
H14 2.23809 1.50875 -0.11068
H15 1.54967 -0.87278 -0.65598
H16 0.59230 -2.02481 0.35772
H17 2.43228 -2.07563 1.97795
H18 3.22907 -0.78035 1.14566
H19 4.26981 -2.17075 -0.27286
H20 3.73335 -3.47331 0.78913
H21 1.26080 -3.47382 -0.96284
H22 0.76648 -2.67248 3.08054
H23 -0.41591 -1.89829 4.12085
H24 -0.86365 -2.16297 2.44704
H25 2.55653 -0.85670 3.99957
H26 2.83546 0.45616 2.84436
H27 2.03773 0.82177 4.34299
Li1 4.54030 -4.94373 -0.65167


# 2
An isolated ion of composition C17H27N2O3 and charge +1. Source: the Open Molecules 2025 dataset; level of theory: ωB97M-V/def2-TZVPD.

Values from the calculation:
Energy relative to the best compared isomer or geometry (same formula, charge and spin) (kJ/mol): 66.2
Total charge: +1
E_tot (a.u.): -998.992933
SMILES: Cc1ccccc1OCC(=O)O[C@H](C)C[NH+]1CCN(C)CC1
Orbital gap (eV): 9.08

Cartesian coordinates (Å):
C1 4.24039 1.44764 -1.20168
C2 4.85818 0.26917 -0.50983
C3 6.20806 -0.02134 -0.66580
C4 6.78891 -1.09922 -0.02317
C5 6.02652 -1.90909 0.80126
C6 4.67984 -1.64241 0.96705
C7 4.10281 -0.56338 0.31466
O1 2.74193 -0.29837 0.52762
C8 1.89924 -0.82034 -0.45856
C9 0.55754 -0.14054 -0.39710
O2 -0.46198 -0.63785 -0.84780
O3 0.60184 1.03430 0.19120
C10 -0.55281 1.89318 0.21059
C11 -0.05413 3.25357 0.67892
C12 -1.64329 1.34903 1.14765
N1 -2.50343 0.33788 0.48927
C13 -3.59370 0.93231 -0.31298
C14 -4.31302 -0.17155 -1.08178
N2 -4.87602 -1.11082 -0.13436
C15 -5.75154 -2.08177 -0.75862
C16 -3.81413 -1.72671 0.63393
C17 -3.07825 -0.65091 1.42686
H1 3.33176 1.75622 -0.68897
H2 3.99782 1.20141 -2.23683
H3 4.93753 2.28171 -1.21636
H4 6.80845 0.61480 -1.29911
H5 7.83948 -1.30338 -0.15997
H6 6.47636 -2.74574 1.31244
H7 4.06718 -2.25701 1.60915
H8 2.29865 -0.65229 -1.47253
H9 1.74718 -1.90574 -0.34511
H10 -0.93684 1.96199 -0.81695
H11 -0.85079 3.98903 0.62628
H12 0.76557 3.58096 0.04647
H13 0.31080 3.18562 1.69957
H14 -2.26762 2.17067 1.50376
H15 -1.15044 0.89419 2.01093
H16 -1.85908 -0.18691 -0.17772
H17 -3.18297 1.66953 -1.00327
H18 -4.29696 1.42173 0.36460
H19 -5.12366 0.27024 -1.66295
H20 -3.60778 -0.65381 -1.78378
H21 -6.18705 -2.71129 0.01369
H22 -6.55504 -1.55539 -1.26830
H23 -5.22793 -2.71885 -1.48328
H24 -4.25366 -2.44177 1.33072
H25 -3.09287 -2.26753 -0.00654
H26 -2.27616 -1.10211 2.01269
H27 -3.77486 -0.13906 2.09403


# 3
A 2-piece molecular cluster, C17H27N2P overall in a non-equilibrium geometry. Source: the Open Molecules 2025 dataset; level of theory: ωB97M-V/def2-TZVPD.

Values from the calculation:
Total charge: +2
E_tot (a.u.): -1114.165261
Orbital gap (eV): 4.17

Cartesian coordinates (Å):
C1 -0.17695 -2.31705 -4.10423
C2 0.16882 -1.56378 -5.51873
C3 1.75290 -1.04370 -5.41325
P1 2.24471 -0.42778 -3.67492
C4 1.74736 1.38629 -3.35312
C5 0.69409 2.02660 -4.43296
H1 -0.56911 -1.49467 -3.33785
H2 -1.05147 -3.11152 -4.27146
H3 0.73094 -2.93332 -3.65526
H4 0.13110 -2.33043 -6.43297
H5 -0.55214 -0.68536 -5.80472
H6 2.00545 -0.29600 -6.29092
H7 2.40482 -2.01820 -5.63726
H8 3.70509 -0.45182 -3.66250
H9 1.20434 1.42045 -2.29040
H10 2.68160 2.09001 -3.27824
H11 1.31284 2.51759 -5.30541
H12 0.04260 2.87707 -3.90737
H13 -0.03246 1.20605 -4.84317
C6 -2.83359 1.10383 -1.36700
N1 -2.21814 0.78500 -0.06295
C7 -1.20397 -0.10779 -0.01289
C8 -0.57298 -0.39962 1.19923
C9 -0.97888 0.23446 2.37747
C10 -2.04805 1.13444 2.28646
C11 -2.65490 1.39494 1.05868
C12 -0.30364 -0.00132 3.66647
C13 0.27392 1.06011 4.37375
C14 0.86848 0.84574 5.61618
N2 0.89302 -0.39009 6.15951
C15 0.36791 -1.44501 5.49548
C16 -0.23234 -1.27184 4.24614
C17 1.48016 -0.59967 7.49724
H14 -3.19796 0.17152 -1.80584
H15 -2.06139 1.56002 -1.99279
H16 -3.66249 1.80148 -1.22817
H17 -0.89814 -0.57226 -0.94724
H18 0.25319 -1.10976 1.20126
H19 -2.42393 1.64403 3.17269
H20 -3.48188 2.09468 0.96910
H21 0.27003 2.06973 3.96469
H22 1.31676 1.65964 6.18138
H23 0.42224 -2.41694 5.97922
H24 -0.66323 -2.13925 3.74848
H25 2.27004 -1.34888 7.40644
H26 0.67978 -0.94596 8.15729
H27 1.89545 0.33833 7.87447


# 4
A 2-piece molecular cluster, C17H27N3O overall in a non-equilibrium geometry. Source: the Open Molecules 2025 dataset; level of theory: ωB97M-V/def2-TZVPD.

Values from the calculation:
Energy relative to the best compared isomer or geometry (same formula, charge and spin) (kJ/mol): 910.8
Total charge: 0
E_tot (a.u.): -903.187001
Orbital gap (eV): 2.45

Cartesian coordinates (Å):
C1 -0.62792 -2.29980 0.83484
C2 -1.15527 -1.19058 -0.20348
C3 -0.42951 0.17499 0.12809
C4 -1.28988 1.50104 -0.11820
N1 -2.59808 1.29310 -0.78224
C5 -3.74798 1.77176 0.00725
C6 -5.01507 0.85616 -0.03894
C7 -5.75026 0.65499 1.22391
C8 -6.96209 -0.13665 1.33816
C9 -7.45293 -0.76317 0.09567
C10 -6.75666 -0.62234 -1.18052
C11 -5.52850 0.18807 -1.22810
O1 -4.89898 0.27076 -2.45725
H1 -0.42185 -1.83852 1.84113
H2 0.26644 -2.85001 0.41914
H3 -0.87516 -1.47590 -1.25886
H4 -2.26498 -1.16543 -0.07807
H5 0.46028 0.23296 -0.57211
H6 -0.02491 0.21706 1.17056
H7 -1.37027 2.05276 0.86652
H8 -0.70063 2.20465 -0.78714
H9 -2.55850 1.71021 -1.70872
H10 -4.03731 2.79326 -0.39930
H11 -3.50599 1.92624 1.09572
H12 -5.35376 1.13534 2.15268
H13 -7.47692 -0.23719 2.31581
H14 -8.38808 -1.37638 0.10256
H15 -7.19667 -1.12933 -2.06617
H16 -4.27519 1.01170 -2.49231
C12 3.16333 1.14256 1.09041
C13 3.26242 0.13822 -0.03743
N2 4.60192 -0.44386 -0.20156
C14 4.87601 -1.55078 -0.97700
C15 6.21688 -1.75266 -0.92209
N3 6.73260 -0.76738 -0.11119
C16 5.73720 0.00984 0.32191
C17 8.13722 -0.57273 0.23399
H17 3.82827 1.99473 0.92274
H18 2.14499 1.52207 1.16401
H19 3.43121 0.68501 2.04562
H20 2.99456 0.61079 -0.98419
H21 2.56064 -0.68569 0.14182
H22 4.07050 -2.05558 -1.48182
H23 6.87596 -2.47724 -1.36577
H24 5.85027 0.85772 0.97669
H25 8.25449 -0.66221 1.31354
H26 8.44784 0.42014 -0.08919
H27 8.75032 -1.32271 -0.26110


# 5
One molecule with the formula C17H27N3O4S. Source: the Open Molecules 2025 dataset; level of theory: ωB97M-V/def2-TZVPD.

Values from the calculation:
Energy relative to the best compared isomer or geometry (same formula, charge and spin) (kJ/mol): 272.6
Total charge: 0
E_tot (a.u.): -1527.351212
SMILES: COc1cc(NC(=S)NCCCN2CCOCC2)cc(OC)c1OC
Orbital gap (eV): 8.43

Cartesian coordinates (Å):
C1 -5.97268 -0.71343 -0.37536
O1 -5.14922 0.39376 -0.10510
C2 -3.80265 0.22123 -0.12340
C3 -3.16819 -0.97893 -0.40014
C4 -1.77948 -1.04135 -0.40240
N1 -1.14724 -2.26061 -0.69097
C5 -0.05638 -2.79227 -0.07440
S1 0.70086 -4.09368 -0.75844
N2 0.30659 -2.25769 1.10652
C6 1.55775 -2.51134 1.76992
C7 2.48336 -1.29340 1.69492
C8 2.96399 -1.04816 0.26352
N3 3.31989 0.34366 0.03424
C9 3.55639 0.59470 -1.38060
C10 3.88283 2.07229 -1.59544
O2 5.00628 2.46834 -0.84672
C11 4.79261 2.22036 0.52164
C12 4.50134 0.74356 0.78534
C13 -1.03149 0.10050 -0.14947
C14 -1.65473 1.30818 0.15299
O3 -0.94579 2.44070 0.45185
C15 0.43499 2.46674 0.17150
C16 -3.05433 1.38172 0.16750
O4 -3.80850 2.47725 0.47074
C17 -3.30389 3.77144 0.22709
H1 -5.80455 -1.10624 -1.38374
H2 -6.99350 -0.34260 -0.30081
H3 -5.82577 -1.51454 0.35641
H4 -3.73085 -1.87115 -0.61924
H5 -1.55157 -2.84064 -1.41197
H6 -0.24342 -1.48290 1.45162
H7 2.01814 -3.37274 1.28059
H8 1.35835 -2.76206 2.81651
H9 3.33005 -1.45870 2.36104
H10 1.94307 -0.40984 2.04453
H11 3.80185 -1.72737 0.03293
H12 2.15397 -1.28754 -0.43100
H13 2.65598 0.33465 -1.94218
H14 4.39340 -0.01683 -1.75977
H15 4.12861 2.26076 -2.64186
H16 3.01345 2.68276 -1.30659
H17 5.70387 2.52998 1.03585
H18 3.94459 2.82392 0.88134
H19 4.31560 0.60122 1.85038
H20 5.38090 0.14326 0.49345
H21 0.04318 0.05008 -0.20449
H22 1.00594 1.79008 0.81452
H23 0.63329 2.21766 -0.87515
H24 0.74700 3.49211 0.36585
H25 -4.16680 4.43233 0.30676
H26 -2.55214 4.06108 0.96440
H27 -2.87575 3.85414 -0.77530


# 6
One molecule with the formula C17H27N3O4S2 in a non-equilibrium geometry. Source: the Open Molecules 2025 dataset; level of theory: ωB97M-V/def2-TZVPD.

Values from the calculation:
Energy relative to the best compared isomer or geometry (same formula, charge and spin) (kJ/mol): 78.8
Total charge: 0
E_tot (a.u.): -1925.599189
SMILES: CSCCNC(=O)c1ccc(OC2CCN(S(=O)(=O)N(C)C)CC2)cc1
Orbital gap (eV): 9.22

Cartesian coordinates (Å):
C1 0.08590 3.64605 6.47422
S1 1.66060 4.05252 5.67370
C2 2.81490 3.06099 6.67970
C3 2.57648 1.55519 6.56162
N1 2.47207 1.13019 5.19081
C4 1.28341 0.76947 4.64323
O1 0.28569 0.58078 5.31624
C5 1.30976 0.57339 3.17000
C6 0.52421 -0.43090 2.61843
C7 0.49565 -0.65246 1.25461
C8 1.25113 0.15242 0.40607
O2 1.32852 0.03594 -0.94495
C9 0.57068 -0.94735 -1.62785
C10 1.20607 -1.12407 -3.00834
C11 0.40021 -2.13099 -3.82147
N2 -0.96960 -1.66883 -3.94067
S2 -1.88688 -2.54870 -5.02831
O3 -2.47868 -3.68690 -4.39340
O4 -1.09140 -2.76288 -6.19838
N3 -3.09412 -1.41810 -5.30017
C12 -4.31509 -1.99477 -5.82329
C13 -2.58935 -0.29526 -6.05799
C14 -1.63067 -1.54005 -2.65900
C15 -0.89077 -0.51791 -1.80260
C16 2.01814 1.18348 0.95694
C17 2.05023 1.39064 2.31772
H1 -0.65529 4.31124 6.04361
H2 0.17145 3.82496 7.54250
H3 -0.17958 2.61317 6.26522
H4 2.73227 3.38047 7.71869
H5 3.80255 3.32708 6.30233
H6 3.39833 1.02593 7.05732
H7 1.63639 1.27562 7.04362
H8 3.25053 1.32704 4.58258
H9 -0.06878 -1.04475 3.27951
H10 -0.11962 -1.45056 0.87062
H11 0.62003 -1.90437 -1.08853
H12 1.21341 -0.15834 -3.51353
H13 2.23508 -1.46722 -2.90152
H14 0.79082 -2.22781 -4.83439
H15 0.43464 -3.11839 -3.33655
H16 -4.51329 -2.90172 -5.25822
H17 -5.13095 -1.28572 -5.68187
H18 -4.22965 -2.24416 -6.88671
H19 -2.36323 -0.57395 -7.09249
H20 -1.67578 0.03889 -5.57392
H21 -3.32939 0.50395 -6.04593
H22 -2.65179 -1.21732 -2.86264
H23 -1.66980 -2.51362 -2.14918
H24 -1.38340 -0.41740 -0.83490
H25 -0.90501 0.45390 -2.29795
H26 2.58020 1.81255 0.28498
H27 2.62278 2.21862 2.71051